ORCA calculation (ωB97M-V with the def2-TZVPD basis set) on C2H4N2OS in the gas phase at a distorted geometry.

Positions of all 10 atoms, in Å:
C: 0.726 0.846 0.271
C: -1.637 -1.515 0.360
H: 1.039 0.701 -1.846
H: 2.478 1.593 -0.868
H: -2.189 -2.158 1.254
H: -1.391 -1.994 -0.523
N: 1.546 0.940 -0.880
N: -1.153 -0.305 0.775
O: -0.323 0.098 -0.144
S: 0.904 1.794 1.601

Properties
spin multiplicity	1
total charge	0
HOMO energy	-0.31895	Ha
gap between HOMO and LUMO	9.0	eV
LUMO level	0.272	eV
SMILES string	C=NOC(N)=S


ORCA calculation (ωB97M-V with the def2-TZVPD basis set) on C2H4N2OS in the gas phase at a distorted geometry.

Positions of all 10 atoms, in Å:
C: -0.202 0.628 1.098
C: 0.382 -0.944 -1.510
H: -1.746 0.773 1.943
H: -0.238 1.814 0.879
H: 1.241 0.688 -0.002
H: 0.433 -1.860 -2.186
N: -1.103 -0.133 1.693
N: 0.894 -0.160 0.539
O: 0.728 -1.227 -0.225
S: -0.387 0.420 -2.228

Properties
spin multiplicity	1
total charge	0
HOMO energy	-0.34872	Ha
gap between HOMO and LUMO	9.0	eV
LUMO level	-0.498	eV
SMILES string	[H]/N=C/NOC=S


ORCA calculation (ωB97M-V with the def2-TZVPD basis set) on C2H4N2OS in the gas phase at a distorted geometry.

Positions of all 10 atoms, in Å:
C: -0.057 -1.651 -0.844
C: -0.639 0.355 0.345
H: 2.068 0.037 0.403
H: 1.692 0.846 -0.936
H: 0.811 -2.191 -1.247
H: -1.618 -0.114 0.305
N: 1.668 -0.056 -0.520
N: 0.285 -0.389 -0.352
O: -1.163 -2.096 -0.711
S: -0.197 1.818 1.016

Properties
spin multiplicity	1
total charge	0
HOMO energy	-0.33539	Ha
gap between HOMO and LUMO	8.7	eV
LUMO level	-0.468	eV
SMILES string	NN(C=O)C=S


ORCA calculation (ωB97M-V with the def2-TZVPD basis set) on C2H4N2OS2 in the gas phase at a distorted geometry.

Positions of all 11 atoms, in Å:
C: -0.326 -0.157 -1.001
C: 1.467 -0.927 0.297
H: -1.522 2.634 -0.757
H: -0.258 -0.748 -1.882
H: -1.169 0.311 1.991
H: 1.973 -0.370 -0.540
N: -0.907 0.960 -1.299
N: 0.184 -0.639 0.283
O: -1.157 1.799 -0.122
S: -0.723 -1.134 1.608
S: 2.438 -1.728 1.422

Properties
spin multiplicity	1
total charge	0
HOMO energy	-0.31296	Ha
gap between HOMO and LUMO	8.5	eV
LUMO level	-0.003	eV
SMILES string	O/N=C\N(S)C=S


ORCA calculation (ωB97M-V with the def2-TZVPD basis set) on 2 unconnected molecules or ions with the total composition C2H4N2P2 at a distorted geometry.

Positions of all 10 atoms, in Å:
C: -0.843 0.139 -0.808
C: 0.072 0.200 0.152
N: -1.817 -0.758 -0.539
N: -1.397 -1.529 0.466
P: -0.030 -1.076 1.281
P: 1.947 2.029 -0.307
H: -1.095 0.871 -1.437
H: -1.829 -2.411 0.547
H: 2.652 0.776 -0.409
H: 2.340 1.760 1.057

Properties
spin multiplicity	1
total charge	0
HOMO energy	-0.32893	Ha
gap between HOMO and LUMO	8.1	eV
LUMO level	-0.848	eV


ORCA calculation (ωB97M-V with the def2-TZVPD basis set) on C2H4N2S in the gas phase at a distorted geometry.

Positions of all 9 atoms, in Å:
C: -1.312 0.468 2.734
C: 0.062 0.756 -0.933
N: -2.401 0.054 2.772
N: 0.913 0.592 0.201
S: 0.381 -0.115 1.478
H: 0.597 0.251 -1.721
H: -0.914 0.362 -0.811
H: -0.020 1.752 -1.167
H: -3.355 -0.308 2.734

Properties
spin multiplicity	1
total charge	0
HOMO energy	-0.28347	Ha
gap between HOMO and LUMO	7.5	eV
LUMO level	-0.248	eV


ORCA calculation (ωB97M-V with the def2-TZVPD basis set) on C2H4N2S in the gas phase at a distorted geometry.

Positions of all 9 atoms, in Å:
C: -0.753 0.174 0.723
C: 0.540 0.397 0.253
H: -2.236 -0.866 -0.178
H: -0.891 -0.959 -1.034
H: -0.265 0.642 2.349
H: 1.319 0.930 0.914
N: -1.346 -0.515 -0.157
N: -1.192 0.511 1.898
S: 1.320 -0.196 -1.256

Properties
spin multiplicity	1
total charge	0
HOMO energy	-0.34655	Ha
gap between HOMO and LUMO	7.6	eV
LUMO level	-1.801	eV
SMILES string	[H]/N=C(/N)C=S


ORCA calculation (ωB97M-V with the def2-TZVPD basis set) on 2 unconnected molecules or ions with the total composition C2H4N2S at a distorted geometry.

Positions of all 9 atoms, in Å:
C: 0.266 -0.709 -0.445
C: 0.254 0.534 0.412
N: -0.082 -1.866 -0.337
N: -0.945 1.138 0.689
S: 1.693 0.842 1.225
H: 1.362 -0.022 -2.126
H: 0.228 -2.620 -0.911
H: -1.837 0.751 0.328
H: -0.939 1.952 1.165

Properties
spin multiplicity	1
total charge	0
HOMO energy (spin up / spin down)	-0.32550 / -0.30578	Ha
gap between HOMO and LUMO (spin up / spin down)	8.1 / 7.7	eV
LUMO level (spin up / spin down)	-0.788 / -0.579	eV


ORCA calculation (ωB97M-V with the def2-TZVPD basis set) on C2H4N2S in the gas phase at a distorted geometry.

Positions of all 9 atoms, in Å:
C: 1.462 0.399 0.167
C: -0.968 0.636 -0.219
N: 2.404 0.864 -0.296
N: -0.100 -0.222 0.552
S: 0.025 -1.822 -0.084
H: -1.925 0.133 -0.246
H: -0.980 1.589 0.284
H: -0.382 0.762 -1.178
H: 0.463 -2.338 1.019

Properties
spin multiplicity	1
total charge	0
HOMO energy	-0.35714	Ha
gap between HOMO and LUMO	9.9	eV
LUMO level	0.151	eV
SMILES string	CN(S)C#N


ORCA calculation (ωB97M-V with the def2-TZVPD basis set) on 2 unconnected molecules or ions with the total composition C2H4N2S at a distorted geometry.

Positions of all 9 atoms, in Å:
C: 0.163 -1.299 0.451
C: 0.601 -0.199 -0.413
N: -0.063 -2.234 1.085
N: -0.190 0.269 -1.393
S: -0.796 1.377 1.476
H: 1.465 0.338 -0.257
H: -1.086 -0.008 -1.565
H: 0.043 1.192 -1.594
H: -0.138 0.564 2.210

Properties
spin multiplicity	1
total charge	0
HOMO energy (spin up / spin down)	-0.33432 / -0.29694	Ha
gap between HOMO and LUMO (spin up / spin down)	8.2 / 6.2	eV
LUMO level (spin up / spin down)	-0.925 / -1.910	eV


ORCA calculation (ωB97M-V with the def2-TZVPD basis set) on 2 unconnected molecules or ions with the total composition C2H4N2S at a distorted geometry.

Positions of all 9 atoms, in Å:
C: -0.231 1.255 0.156
C: -0.436 -0.094 0.459
N: -0.057 2.367 -0.079
N: -1.176 -0.890 -0.326
S: 2.183 -0.484 0.031
H: -0.242 -0.413 1.475
H: -1.309 -0.626 -1.290
H: -1.216 -1.874 -0.119
H: 2.482 0.759 -0.306

Properties
spin multiplicity	1
total charge	0
HOMO energy (spin up / spin down)	-0.31387 / -0.31043	Ha
gap between HOMO and LUMO (spin up / spin down)	7.3 / 7.1	eV
LUMO level (spin up / spin down)	-1.220 / -1.303	eV


ORCA calculation (ωB97M-V with the def2-TZVPD basis set) on C2H4N2S2 in the gas phase at a distorted geometry.

Positions of all 10 atoms, in Å:
C: 0.312 0.111 0.637
C: -1.098 -0.137 0.295
N: 0.431 -0.412 -1.611
N: 1.051 0.169 -0.652
S: 2.571 0.746 -0.881
S: -1.051 -0.928 -1.336
H: 0.514 1.064 1.072
H: 0.556 -0.693 1.240
H: -1.736 -0.757 1.007
H: -1.550 0.837 0.228

Properties
spin multiplicity	1
total charge	0
HOMO energy (spin up / spin down)	-0.28790 / -0.28788	Ha
gap between HOMO and LUMO (spin up / spin down)	7.4 / 7.4	eV
LUMO level (spin up / spin down)	-0.389 / -0.390	eV


ORCA calculation (ωB97M-V with the def2-TZVPD basis set) on a molecular structure, C2H4N2S2 at a distorted geometry.

Positions of all 10 atoms, in Å:
C: -0.447 -0.071 -0.028
C: 0.942 0.383 -0.129
H: -2.256 0.210 -0.809
H: -1.067 1.566 -0.498
H: 0.002 -1.290 1.498
H: 1.411 -1.689 -0.485
N: -1.329 0.517 -0.786
N: -0.782 -0.872 1.084
S: 2.263 -0.653 -0.200
S: 1.262 1.898 0.352

Properties
spin multiplicity	1
total charge	0
HOMO energy	-0.33842	Ha
gap between HOMO and LUMO	8.5	eV
LUMO level	-0.758	eV


ORCA calculation (ωB97M-V with the def2-TZVPD basis set) on a molecular structure, C2H4N2S2 at a distorted geometry.

Positions of all 10 atoms, in Å:
C: 0.086 -1.283 0.671
C: 0.960 -1.440 -0.332
N: -0.244 -0.080 1.180
N: -0.841 2.007 -0.618
S: 1.861 0.007 -0.810
S: 0.491 1.114 0.506
H: -0.612 -1.962 1.128
H: 1.036 -2.262 -0.957
H: -1.443 1.102 -0.541
H: -1.294 2.798 -0.227

Properties
spin multiplicity	1
total charge	0
HOMO energy	-0.29143	Ha
gap between HOMO and LUMO	7.8	eV
LUMO level	-0.137	eV


ORCA calculation (ωB97M-V with the def2-TZVPD basis set) on C2H4N2S3 in the gas phase at a distorted geometry.

Positions of all 11 atoms, in Å:
C: 0.282 -0.937 0.277
C: -1.148 -0.580 0.609
N: -1.555 0.594 -0.168
N: 0.950 0.566 -0.439
S: 1.080 -2.257 -0.175
S: -0.370 1.756 -0.032
S: 2.558 0.784 -0.038
H: -1.785 -1.466 0.457
H: -1.143 -0.410 1.733
H: -1.946 0.401 -1.075
H: 3.076 1.550 -1.149

Properties
spin multiplicity	1
total charge	0
HOMO energy (spin up / spin down)	-0.29696 / -0.29694	Ha
gap between HOMO and LUMO (spin up / spin down)	7.4 / 7.4	eV
LUMO level (spin up / spin down)	-0.644 / -0.644	eV
SMILES string	S=C1CNSN1S


ORCA calculation (ωB97M-V with the def2-TZVPD basis set) on 2 unconnected molecules or ions with the total composition C2H4N3O at a distorted geometry.

Positions of all 10 atoms, in Å:
C: 1.924 -1.041 1.335
C: -0.883 -0.090 -1.263
N: 1.230 -0.133 1.266
N: -0.651 1.355 0.663
N: -0.552 0.836 -0.325
O: -0.734 1.898 1.628
H: 2.310 -1.971 1.432
H: -0.208 -0.981 -1.043
H: -1.952 -0.105 -1.440
H: -0.484 0.232 -2.251

Properties
spin multiplicity	1
total charge	+1
HOMO energy	-0.63211	Ha
gap between HOMO and LUMO	12.3	eV
LUMO level	-4.857	eV


ORCA calculation (ωB97M-V with the def2-TZVPD basis set) on 2 unconnected molecules or ions with the total composition C2H4N3O at a distorted geometry.

Positions of all 10 atoms, in Å:
C: -2.198 0.892 1.291
C: 0.670 -0.327 -0.603
N: -1.979 0.264 0.365
N: -1.344 -0.850 -1.804
N: -0.249 -0.747 -1.543
O: -2.343 -1.009 -2.272
H: -2.587 1.364 2.181
H: 0.185 -0.529 0.301
H: 1.703 -0.804 -0.629
H: 0.980 0.754 -0.791

Properties
spin multiplicity	1
total charge	+1
HOMO energy	-0.63743	Ha
gap between HOMO and LUMO	12.2	eV
LUMO level	-5.182	eV


ORCA calculation (ωB97M-V with the def2-TZVPD basis set) on a molecular structure, C2H4N3OP at a distorted geometry.

Positions of all 11 atoms, in Å:
C: -1.287 0.809 0.897
C: -0.165 0.238 0.321
N: -2.345 0.325 0.271
N: -0.570 -0.688 -0.548
N: -1.835 -0.576 -0.509
O: 2.695 -0.443 -0.924
P: 2.150 -0.076 0.570
H: -1.568 1.574 1.659
H: -2.418 -1.168 -0.990
H: 2.945 -1.335 -1.153
H: 2.399 1.341 0.407

Properties
spin multiplicity	1
total charge	0
HOMO energy	-0.34124	Ha
gap between HOMO and LUMO	10.0	eV
LUMO level	0.687	eV


ORCA calculation (ωB97M-V with the def2-TZVPD basis set) on 2 unconnected molecules or ions with the total composition C2H4N4 at a distorted geometry.

Positions of all 10 atoms, in Å:
C: 1.737 0.818 -0.241
C: 0.648 -1.080 0.010
N: 1.897 -0.573 -0.123
N: 0.455 1.113 -0.214
N: -0.130 0.011 -0.030
N: -2.279 0.054 -0.076
H: 2.582 1.441 -0.316
H: 0.123 -2.025 -0.005
H: -2.440 0.864 0.444
H: -2.594 -0.622 0.550

Properties
spin multiplicity	1
total charge	0
HOMO energy (spin up / spin down)	-0.36925 / -0.36517	Ha
gap between HOMO and LUMO (spin up / spin down)	8.6 / 8.0	eV
LUMO level (spin up / spin down)	-1.459 / -1.956	eV


ORCA calculation (ωB97M-V with the def2-TZVPD basis set) on C2H4N4 in the gas phase at a distorted geometry.

Positions of all 10 atoms, in Å:
C: -0.038 -0.782 1.206
N: -0.051 0.110 -0.068
C: 0.601 0.014 -1.188
N: -0.033 1.414 -1.947
N: -0.853 1.915 -1.151
N: -0.886 1.051 0.156
H: -0.664 -1.613 1.007
H: -0.359 -0.284 2.087
H: 0.972 -1.078 1.307
H: 1.316 -0.756 -1.408

Properties
spin multiplicity	1
total charge	0
HOMO energy	-0.33757	Ha
gap between HOMO and LUMO	9.8	eV
LUMO level	0.650	eV
SMILES string	Cn1cnnn1